{"formula": "C23H36O16", "method": "ωB97M-V/def2-TZVPD", "elements": ["O", "O", "O", "O", "O", "O", "O", "O", "O", "O", "O", "O", "O", "O", "O", "O", "C", "C", "C", "C", "C", "C", "C", "C", "C", "C", "C", "C", "C", "C", "C", "C", "C", "C", "C", "C", "C", "C", "C", "H", "H", "H", "H", "H", "H", "H", "H", "H", "H", "H", "H", "H", "H", "H", "H", "H", "H", "H", "H", "H", "H", "H", "H", "H", "H", "H", "H", "H", "H", "H", "H", "H", "H", "H", "H"], "xyz": [[2.454664, -1.645909, -3.644116], [-1.368262, 1.519311, 4.314382], [-0.426904, -2.572495, -4.300751], [-3.405428, 1.083893, 5.346524], [-0.450862, -1.749062, -6.444653], [-0.821429, -1.421128, 0.947112], [4.402876, -0.723305, -0.521849], [-2.544007, 3.016144, 5.510761], [-4.807217, 2.881716, 2.625727], [2.311472, -3.070776, -1.908753], [-1.513913, -0.682779, -4.731494], [3.892815, -3.330628, -3.486446], [5.085884, 0.377507, -2.342168], [6.068713, 0.668379, -0.309303], [-6.476667, 1.342958, 2.598549], [-4.657316, 1.182180, 1.222571], [-3.013807, -0.841403, -2.857918], [4.818838, -0.830979, 0.868454], [-0.729218, -2.004418, -3.066149], [-3.702735, 3.162722, 6.227174], [-2.931804, 2.163408, -0.144136], [-3.374714, 1.794209, 1.281728], [-0.752915, -1.608978, -5.224629], [0.356233, 0.078774, 2.253917], [4.091838, -2.746344, -4.764530], [-4.616615, 4.313842, 5.694081], [6.081634, -0.001195, 0.933745], [-5.383235, 1.779929, 2.173880], [-4.377464, 1.780833, 6.151758], [2.951468, -2.585113, -2.848817], [-2.356664, 1.861642, 4.996617], [0.073441, -0.620689, 0.977921], [0.829984, -0.211156, -0.286005], [3.929671, -3.856879, -5.780325], [5.133387, -2.336457, 0.990809], [3.080684, -1.610060, -4.849299], [-3.539136, 3.004627, 2.129493], [-1.549058, -0.746505, -3.353049], [5.189685, 0.072336, -1.179448], [-5.364350, 1.819849, 5.690636], [-1.002098, 0.102387, -2.942760], [-2.718998, 3.055602, 2.845647], [-4.015911, 5.166848, 5.378431], [-2.802933, 1.264677, -0.747282], [0.227268, -1.696608, -2.643676], [0.298701, 1.147315, 2.046511], [1.654648, 0.463028, -0.054688], [3.912759, -0.629755, 1.439976], [-3.643755, 2.809586, -0.657639], [-2.700891, 1.095149, 1.777075], [2.318900, -1.675196, -5.626174], [3.577882, -0.652231, -5.002458], [-3.553861, -1.613484, -3.405940], [3.001443, -4.407713, -5.932273], [5.515919, -2.569161, 1.984602], [4.261499, -2.975464, 0.850866], [-3.029921, -1.085271, -1.795672], [-3.570529, 3.377726, 7.287546], [-1.218045, -2.690961, -2.374908], [-3.623371, 0.023388, -3.119954], [-5.271174, 4.000903, 4.880619], [-3.370728, 3.942253, 1.599785], [1.362165, -0.202139, 2.565797], [-0.401471, -0.021807, 3.031007], [1.138610, -1.023841, -0.943573], [4.157305, -3.397873, -6.742408], [4.721073, -4.559966, -5.520604], [6.955797, -0.626126, 1.116470], [-5.240869, 4.675414, 6.511189], [-4.535028, 1.164006, 7.036516], [5.986429, 0.740274, 1.727009], [5.086194, -2.299917, -4.757083], [5.802122, -2.717962, 0.219230], [0.117748, 0.405726, -0.833983], [-1.986447, 2.703199, -0.089197]], "forces_ev_per_angstrom": [[-0.89, 1.02, 2.68], [-3.28, 0.99, 2.03], [-0.48, 0.97, -1.59], [0.10, -1.27, -1.01], [-0.95, 0.93, 4.61], [-0.65, -0.85, -0.64], [-0.85, -0.61, 0.47], [1.98, 3.26, 0.17], [-1.28, 0.75, 1.67], [2.07, 2.18, -1.03], [-0.26, 1.51, -1.46], [-0.17, 1.51, 1.14], [0.36, -0.59, 1.01], [0.83, -0.03, -0.90], [3.64, 1.72, -1.45], [-0.31, 0.41, 0.70], [0.39, 0.03, -0.69], [-0.38, -3.28, -1.23], [0.77, 0.42, 2.06], [-3.59, 0.79, 1.49], [0.25, -0.57, 0.41], [1.28, -0.37, -2.22], [1.62, -3.41, -5.52], [0.15, 0.93, 0.08], [-0.26, -0.46, -0.78], [0.54, -0.44, 0.21], [-1.15, 0.77, 0.81], [-4.74, -2.72, 1.19], [0.39, -0.33, -0.68], [-3.16, -4.34, 0.97], [1.72, -3.26, -1.71], [-0.22, -0.10, -0.28], [-0.15, 0.47, 0.46], [1.34, 0.36, -0.62], [-0.48, -0.30, 0.59], [0.87, 0.68, -2.03], [2.33, 1.17, -0.54], [-1.20, -0.57, 2.05], [0.38, 2.14, -0.97], [0.23, -0.03, -0.63], [-0.36, 0.26, 0.01], [-0.50, -0.30, 0.74], [0.10, -0.09, -0.07], [0.10, 0.02, 0.01], [-0.16, -0.26, 0.31], [0.62, 0.30, -0.04], [0.21, -0.21, -0.03], [0.47, 0.67, 0.33], [-0.20, 0.00, 0.27], [0.12, -0.18, -0.28], [0.05, -0.48, -0.16], [0.10, 0.09, 0.18], [0.38, -0.53, 0.07], [-0.29, 0.49, 0.77], [0.24, 0.01, 0.02], [-0.38, 0.37, 0.11], [-0.12, 0.23, -0.01], [1.01, 0.16, -0.10], [0.00, -0.17, -0.28], [0.37, 0.46, 0.45], [0.20, -0.07, -0.06], [-0.72, 0.11, -0.45], [0.04, 0.28, 0.32], [0.25, -0.78, -0.17], [0.04, -0.14, 0.41], [0.20, -0.22, -0.25], [-0.05, -0.29, -0.41], [0.12, 0.13, -0.39], [-0.05, -0.14, 0.04], [0.50, 0.50, 0.40], [0.32, 0.10, -0.04], [0.18, -0.38, -0.38], [0.44, 0.54, 0.07], [-0.16, 0.06, -0.18], [0.13, -0.07, -0.05]], "lumo_ev": 0.441, "largest_force_ev_per_a": 6.7, "e_tot_ha": -2101.83712, "relative_energy_kj_mol": 122.6}